74
Properties=species:S:1:pos:R:3:lowdin_charge:R:1 method="wB97M-V/def2-TZVPD" total_charge=-2 homo_lumo_gap_ev=4.842 multiplicity=1 homo_energy_ev=-1.2 e_lumo_ev=3.607 total_energy_ha=-10606.041593
Pt 0.04 -0.04 -0.13 0.672
S 0.05 1.08 4.16 -0.165
Sb -1.47 -0.88 3.61 0.229
S -1.13 -1.45 1.23 -0.098
S 1.94 1.00 3.31 -0.092
S -3.51 0.23 3.79 -0.416
Se 2.09 2.20 1.13 0.496
Se 1.76 3.49 -1.18 0.505
C 1.94 1.81 -2.08 -0.734
C 3.09 1.58 -2.84 -0.155
C 3.41 0.29 -3.20 -0.093
C 2.59 -0.76 -2.84 -0.071
C 1.38 -0.47 -2.21 -0.416
N 1.07 0.81 -1.85 -0.054
C 0.26 2.57 1.44 -0.812
C -0.16 3.68 2.16 -0.140
C -1.51 3.85 2.39 -0.075
C -2.40 2.89 1.91 -0.099
C -1.89 1.80 1.23 -0.229
N -0.58 1.66 0.98 -0.171
H 3.75 2.41 -3.06 0.077
H 4.34 0.09 -3.73 0.097
H 2.87 -1.79 -3.02 0.101
H 0.76 -2.40 -1.46 0.057
H 0.58 4.37 2.55 0.103
H -1.87 4.68 2.98 0.102
H -3.46 2.92 2.11 0.085
H -2.54 1.01 0.87 0.066
I 2.82 -4.17 3.96 0.808
C 3.35 -2.72 2.57 -0.721
C 4.66 -2.29 2.45 -0.162
C 4.95 -1.30 1.52 -0.072
C 3.91 -0.80 0.76 -0.179
N 2.65 -1.21 0.88 0.051
C 2.37 -2.14 1.78 -0.251
H 5.44 -2.72 3.08 0.086
H 5.96 -0.92 1.41 0.095
H 4.08 -0.02 0.02 0.095
H 1.31 -2.40 1.86 0.029
C 0.38 -1.39 -1.65 -0.438
Ge -1.32 -1.48 -2.60 0.972
C -2.73 -2.43 -1.65 -0.316
C -2.66 -3.80 -1.45 -0.122
C -3.61 -4.47 -0.69 -0.103
C -4.65 -3.76 -0.11 -0.103
C -4.75 -2.39 -0.31 -0.088
C -3.80 -1.73 -1.08 -0.125
C -2.06 0.23 -3.26 -0.243
C -2.66 0.27 -4.52 -0.110
C -3.26 1.42 -5.01 -0.110
C -3.27 2.57 -4.24 -0.112
C -2.69 2.56 -2.98 -0.081
C -2.09 1.40 -2.50 -0.106
C -1.07 -2.59 -4.23 -0.254
C 0.20 -2.88 -4.73 -0.091
C 0.38 -3.69 -5.85 -0.102
C -0.72 -4.24 -6.49 -0.120
C -1.99 -3.97 -6.01 -0.106
C -2.16 -3.16 -4.89 -0.129
H -1.83 -4.37 -1.88 0.101
H -3.52 -5.54 -0.53 0.091
H -5.37 -4.27 0.52 0.092
H -5.53 -1.82 0.18 0.101
H -3.85 -0.65 -1.19 0.097
H -2.65 -0.62 -5.15 0.078
H -3.71 1.42 -6.00 0.089
H -3.74 3.48 -4.61 0.089
H -2.69 3.45 -2.36 0.102
H -1.64 1.40 -1.52 0.050
H 1.07 -2.46 -4.24 0.072
H 1.38 -3.90 -6.21 0.092
H -0.59 -4.87 -7.36 0.088
H -2.86 -4.40 -6.50 0.092
H -3.16 -2.99 -4.51 0.103